[1]
{"formula": "C31H47F6NO12P", "method": "the ωB97M-V functional and the def2-TZVPD basis", "total_charge": -1, "symbols": ["N", "C", "C", "P", "C", "C", "C", "F", "F", "F", "O", "C", "C", "C", "C", "C", "F", "C", "F", "F", "O", "H", "H", "H", "H", "H", "H", "H", "H", "H", "H", "H", "H", "H", "H", "H", "H", "H", "O", "C", "O", "C", "C", "C", "H", "H", "H", "H", "H", "H", "O", "C", "O", "C", "C", "C", "H", "H", "H", "H", "H", "H", "O", "C", "O", "C", "C", "C", "H", "H", "H", "H", "H", "H", "O", "C", "O", "C", "C", "C", "H", "H", "H", "H", "H", "H", "O", "C", "O", "C", "C", "C", "H", "H", "H", "H", "H", "H"], "positions_angstrom": [[-2.69, -5.34, -4.92], [-2.15, -6.24, -4.20], [-0.79, -6.15, -3.65], [-0.59, -5.00, -2.10], [-1.83, -5.94, -1.00], [-1.20, -6.70, 0.16], [-1.15, -6.00, 1.49], [-2.06, -5.04, 1.67], [-1.37, -6.89, 2.51], [0.06, -5.48, 1.77], [-0.36, -3.86, -0.78], [-0.17, -2.59, -1.31], [0.72, -2.70, -2.54], [2.22, -2.40, -2.33], [2.56, -1.37, -1.25], [1.98, -0.02, -1.39], [2.13, 0.61, -2.59], [1.34, 0.68, -0.40], [1.89, 1.63, 0.37], [0.09, 0.52, -0.01], [0.63, -4.03, -2.97], [-3.64, -5.64, -5.15], [-2.72, -7.14, -3.93], [-0.36, -7.13, -3.45], [-0.17, -5.70, -4.41], [-1.62, -4.15, -2.65], [0.49, -5.85, -1.68], [-2.55, -5.20, -0.65], [-2.41, -6.65, -1.57], [-0.19, -7.03, -0.08], [-1.77, -7.61, 0.33], [-1.13, -2.16, -1.61], [0.18, -1.91, -0.54], [0.40, -2.06, -3.37], [2.69, -3.35, -2.03], [2.70, -2.09, -3.25], [2.29, -1.77, -0.28], [3.65, -1.23, -1.23], [6.41, 3.86, 4.01], [5.27, 3.51, 3.91], [4.71, 3.22, 2.72], [3.31, 2.93, 2.89], [3.16, 2.52, 4.34], [4.25, 3.35, 5.02], [2.74, 3.84, 2.66], [3.01, 2.15, 2.20], [2.17, 2.68, 4.73], [3.39, 1.45, 4.45], [3.88, 4.33, 5.31], [4.68, 2.85, 5.88], [1.69, 4.17, 6.64], [0.55, 3.82, 6.50], [0.03, 3.54, 5.28], [-1.37, 3.24, 5.39], [-1.57, 2.81, 6.84], [-0.52, 3.64, 7.56], [-1.94, 4.14, 5.15], [-1.62, 2.46, 4.67], [-2.59, 2.97, 7.19], [-1.34, 1.75, 6.94], [-0.89, 4.63, 7.84], [-0.11, 3.14, 8.43], [-3.51, 5.98, 7.08], [-4.24, 5.80, 6.15], [-4.30, 4.62, 5.49], [-5.18, 4.72, 4.36], [-6.10, 5.89, 4.67], [-5.19, 6.80, 5.50], [-4.57, 4.90, 3.47], [-5.71, 3.78, 4.24], [-6.51, 6.37, 3.78], [-6.94, 5.55, 5.28], [-4.60, 7.48, 4.88], [-5.72, 7.36, 6.26], [0.75, -5.24, -6.55], [1.73, -4.57, -6.61], [2.98, -5.09, -6.81], [3.96, -4.05, -6.72], [3.21, -2.75, -6.99], [1.82, -3.07, -6.44], [4.39, -4.07, -5.71], [4.75, -4.25, -7.44], [3.69, -1.88, -6.54], [3.15, -2.58, -8.07], [1.74, -2.85, -5.37], [1.02, -2.57, -6.97], [-0.74, 1.24, -4.12], [-0.49, 2.40, -4.20], [-0.44, 3.09, -5.37], [-0.04, 4.45, -5.14], [-0.38, 4.72, -3.67], [-0.17, 3.34, -3.05], [1.03, 4.53, -5.33], [-0.58, 5.09, -5.83], [0.23, 5.51, -3.23], [-1.43, 5.02, -3.58], [0.85, 3.16, -2.73], [-0.85, 3.17, -2.22]]}

=====

[2]
{"formula": "C3H11NOS", "method": "the ωB97M-V functional and the def2-TZVPD basis", "smiles": "CNCCS.O", "symbols": ["C", "N", "C", "C", "S", "H", "H", "H", "H", "H", "H", "H", "H", "H", "O", "H", "H"], "positions_angstrom": [[-1.66, 0.37, 1.22], [-0.61, 0.75, 0.26], [0.72, 0.48, 0.62], [1.38, -0.43, -0.42], [3.18, -0.68, -0.11], [-2.52, 0.94, 1.12], [-1.93, -0.82, 1.14], [-1.29, 0.51, 2.28], [-0.73, 1.65, -0.05], [0.72, 0.02, 1.58], [1.32, 1.46, 0.72], [1.38, -0.05, -1.43], [0.88, -1.45, -0.50], [3.23, -1.03, -1.44], [-1.22, -0.72, -2.02], [-1.91, -1.07, -1.34], [-0.94, 0.08, -1.62]]}

=====

Number 1: Kohn-Sham gap 5.98 eV, E_HOMO -4.5 eV. Number 2: Kohn-Sham gap 9.66 eV, E_HOMO -8.9 eV.